[1]
Molecular formula: C7H16BBeCl16
Method: DFT, wB97M-V/def2-TZVPD

Results
Energy relative to the best compared isomer or geometry (same formula, charge and spin): 18.398 eV

Geometry as ORCA input:
```
! wB97M-V def2-TZVPD RIJCOSX def2/J DEFGRID3
* xyz 1 1
Cl -2.08105 -1.34188 0.99382
C 3.34321 -0.28076 1.77510
H 3.00536 0.45584 2.50405
H -1.30912 1.38412 -1.00402
Cl -3.53252 1.17120 -1.50560
H 3.86639 0.19380 0.94493
H -3.71175 0.51584 0.95455
Be -0.05799 -0.52403 1.84887
H 0.61772 -3.64452 -0.82714
Cl 1.08063 -1.70652 -1.28505
Cl -0.03963 2.87147 2.06091
H -0.48124 -0.65228 0.15336
C 0.75761 -3.52628 0.24736
H 0.04151 2.01990 -0.11493
Cl 0.23869 -5.02848 1.06099
Cl -0.20968 -2.16255 0.78355
Cl -2.98994 -0.78668 -2.57175
Cl -2.32203 3.25188 0.00157
H -1.79160 2.64117 -2.16287
H 2.07250 0.33315 -0.47071
C -3.06943 0.02844 1.68800
Cl 2.30136 2.13735 0.41818
H -1.11464 -0.11424 -1.46717
C 0.63968 2.75006 0.43019
H -0.60593 0.92581 0.88363
Cl -0.94729 -2.43570 -1.37201
Cl 0.62525 4.32918 -0.30184
H 0.92427 0.24686 0.52273
B -0.07915 0.34890 0.13937
H -3.72057 -0.36212 2.47004
C 1.78260 -0.07922 -1.43715
Cl -0.18517 -0.76051 -3.59139
C -1.27911 -0.93486 -2.16548
Cl -1.95317 1.22406 2.47281
Cl 3.16260 -0.06612 -2.49726
Cl 1.85747 -1.19794 1.34515
H 1.77961 -3.32141 0.56617
H -0.12731 0.81981 -0.83025
Cl 4.58018 -1.34587 2.53204
C -2.08518 2.10537 -1.26019
H 1.01687 0.51775 -1.93252
*
```

***

[2]
Molecular formula: C7H16BClI
Method: DFT, wB97M-V/def2-TZVPD

Geometry as ORCA input:
```
! wB97M-V def2-TZVPD RIJCOSX def2/J DEFGRID3
* xyz -1 1
H -0.50047 -1.71955 -1.33417
H 2.71687 0.63000 -0.31869
H -1.01909 2.72230 -0.05438
H 0.16938 0.55156 -1.84466
B -0.93358 -0.11686 1.11232
C -0.22451 2.33576 -0.68996
H 2.45873 -1.01187 1.90613
H 0.01571 3.09496 -1.43733
C 2.28166 -0.34579 -0.11434
I 0.24695 -2.04430 3.36741
H 0.40369 -2.00312 0.73476
H -1.34808 1.31582 -2.17901
H 3.04826 -1.10314 -0.27634
H 1.66979 0.54073 1.79266
H -1.95591 -1.20686 -2.16649
C 0.37074 -1.12470 1.37637
C -1.50063 -1.30554 -1.17622
H 0.65216 2.18504 -0.06552
Cl -2.49604 -0.82617 2.02330
H 1.49829 -0.53167 -0.84115
C -0.67562 1.04146 -1.35715
C 1.73775 -0.43941 1.32305
H -2.06080 -2.03593 -0.59417
H -2.44101 0.41536 -0.38840
H -0.69796 0.94600 1.65229
C -1.41629 0.03591 -0.45034
*
```

***

[3]
Molecular formula: C7H16BF4N12ORuS
Method: DFT, wB97M-V/def2-TZVPD

Results
Energy relative to the best compared isomer or geometry (same formula, charge and spin): 0.635 eV

Geometry as ORCA input:
```
! wB97M-V def2-TZVPD RIJCOSX def2/J DEFGRID3
* xyz 1 1
H 3.24346 -0.11489 0.06602
H 1.31575 -2.62755 -1.81555
F 1.94066 -3.90568 -1.23089
N 0.19428 2.72023 1.62555
F 2.67187 -2.43260 0.35296
O 0.99715 -0.33640 1.51140
C -3.17471 1.36054 -0.40843
H 0.67899 -2.04254 2.62983
H 2.00278 1.14098 2.56410
N -2.94729 2.53470 0.19706
N -0.71873 2.05140 0.90677
C 1.30901 -0.58043 -2.19940
N 2.29163 -0.53247 -3.07677
S 0.70931 0.96076 -1.54844
B 2.08621 -3.69980 0.20284
Ru -0.45485 0.21813 0.09763
H 0.69972 -0.51311 3.55018
H 2.75908 -0.48545 2.51119
N -0.32078 3.86410 1.95752
N -4.29969 0.98607 -0.97343
H 2.70971 0.34744 -3.33515
H 2.72872 1.60172 0.28008
H -1.51262 -1.16468 1.51301
C -1.14100 -0.84256 2.50803
C -1.77889 2.86255 0.83691
H -1.11741 -1.90202 -1.29522
N -2.86305 -0.63828 -1.20606
C 3.11540 0.70777 0.76922
H 2.68936 -1.37651 -3.46606
H -0.00597 -2.43262 -0.14301
H 4.10115 0.95978 1.16288
H -3.70589 3.20744 0.22228
N 0.80644 -1.70510 -1.77890
N -0.23728 -1.67400 -0.82124
N -1.56017 3.99040 1.48057
F 0.73763 -3.59245 0.71853
H -1.47618 0.16524 2.75193
C 0.35721 -1.00228 2.64020
F 2.76129 -4.70517 0.78529
N -2.22812 0.36464 -0.53452
N -4.05724 -0.24356 -1.45129
H -1.66546 -1.53503 3.16768
C 2.26395 0.29388 1.93188
*
```

***

[4]
Molecular formula: C7H16Cl10N2O4
Method: DFT, wB97M-V/def2-TZVPD

Results
SMILES string: C[N+](=O)[O-].C[N+](=O)[O-].ClCCl.ClCCl.ClCCl.ClCCl.ClCCl
Energy relative to the best compared isomer or geometry (same formula, charge and spin): 1.831 eV

Geometry as ORCA input:
```
! wB97M-V def2-TZVPD RIJCOSX def2/J DEFGRID3
* xyz 0 1
H 3.31024 2.50130 6.01609
Cl -5.87343 -0.04418 -3.67632
Cl -5.45104 1.28691 -1.16069
Cl 5.63225 2.60699 6.65159
H -0.49107 -0.93850 0.20550
H 0.11460 -3.14180 -5.14115
H 1.20983 6.16892 -5.54567
C -0.02309 -3.62706 -6.10741
H 5.82270 -4.32296 4.38034
H 2.40143 5.59525 -4.28781
H -4.73338 3.41492 7.33234
Cl 1.22019 -2.39758 0.92516
H 4.33643 -5.26475 4.57486
Cl -1.59424 -2.48099 1.69330
C 1.96314 5.43017 -5.27206
O -0.80775 -5.59312 -5.26847
H 2.75259 5.61106 -6.00155
C -6.55624 0.23405 -2.07925
O 0.69724 3.72077 -4.38703
H -0.07667 -0.70539 1.93136
Cl 6.23744 -6.70287 4.40414
Cl -6.00229 1.61423 6.76177
H -0.24314 -2.93735 -6.92227
O 1.41040 3.44054 -6.46975
Cl 5.49622 -4.74420 6.58999
C 5.38631 -5.19888 4.86036
O -2.16242 -4.23995 -6.41346
C -0.24589 -1.43838 1.14258
H -7.48812 0.79872 -2.10846
N -1.14672 -4.54503 -5.85937
C -4.91451 2.97305 6.35252
Cl 4.45797 3.82070 4.42645
C 4.28021 2.49575 5.51887
Cl -3.43692 2.20895 5.70186
N 1.36072 4.04700 -5.41256
H -5.29098 3.70535 5.63831
H -6.71132 -0.65448 -1.46725
H 0.77673 -4.25312 -6.50295
H 4.38256 1.55596 4.97626
*
```

***

[5]
Molecular formula: C7H16ClN5
Method: DFT, wB97M-V/def2-TZVPD

Results
SMILES string: CCNC(=N/C=N/[NH2+]CC)/[NH+]=C/Cl
Energy relative to the best compared isomer or geometry (same formula, charge and spin): 1.399 eV

Geometry as ORCA input:
```
! wB97M-V def2-TZVPD RIJCOSX def2/J DEFGRID3
* xyz 2 1
N -2.64922 0.52707 -0.50819
C -4.99512 -0.02352 0.12726
H 1.57369 -1.36583 1.30782
H -5.64271 -0.77854 0.59692
C -3.53896 -0.25488 0.48753
H 3.22112 -1.00161 -1.09479
H 4.32131 -0.21881 1.27033
H 0.24559 -1.19690 -1.44521
H -2.90826 0.27902 -1.58518
N 2.89194 1.05788 0.44572
N 1.37915 -0.89748 0.42305
H 4.80929 -0.28637 -1.77810
H 2.94754 2.16244 0.45099
C 1.63187 0.62153 0.38891
H -5.35604 0.90816 0.37011
H -3.21471 -1.24966 0.48162
H -4.94224 -0.06117 -0.97463
H 4.76376 -1.44805 -0.46299
N 0.66988 1.45875 0.32185
Cl 0.23250 -3.10667 -0.04501
C -0.63097 1.36355 0.28942
H -2.97083 1.61643 -0.44122
C 4.22135 -0.68072 -0.89841
C 0.53046 -1.47755 -0.40267
H -1.13887 2.10602 0.89992
C 4.19994 0.34899 0.25744
H 4.86979 1.15379 0.28121
H -3.25580 0.03377 1.55793
N -1.26548 0.41038 -0.32165
*
```

***

[6]
Molecular formula: C7H16MnNO4PS2
Method: DFT, wB97M-V/def2-TZVPD

Results
Energy relative to the best compared isomer or geometry (same formula, charge and spin): 0.190 eV

Geometry as ORCA input:
```
! wB97M-V def2-TZVPD RIJCOSX def2/J DEFGRID3
* xyz -1 5
C 0.56522 -3.12184 -0.50751
C 0.17043 -3.75174 0.80980
O 0.33999 -0.74289 -2.47994
H -0.64706 -3.18643 1.25553
O 1.07611 -1.80830 -0.27855
S -1.71916 -0.85773 -0.36859
H 1.81989 0.58245 -3.04321
H 2.99996 -1.36766 -2.04671
N -0.74562 1.40433 2.32353
Mn -0.70004 1.31261 0.07230
H -0.34868 3.38232 2.82118
H -1.43338 2.58368 3.95719
S 1.70736 0.95701 -0.34765
H -0.28409 -3.09012 -1.19213
C 1.48971 -0.43351 -3.27013
C -1.96426 3.93356 0.82253
P 0.30764 -0.49968 -0.87678
C -1.18716 2.68653 2.89403
H 1.37014 -3.68796 -0.98722
H 1.13354 -0.46281 -4.30210
H 2.27973 -2.44262 -3.25828
C 2.61801 -1.42278 -3.06500
O -1.51222 3.16555 -0.10273
H -3.08521 2.42943 1.92139
H 3.43332 -1.19639 -3.75643
H -1.38032 0.64937 2.56820
H 0.17739 1.13860 2.65056
H -0.15499 -4.78432 0.66292
C -2.38535 3.24633 2.12771
H 1.01582 -3.75250 1.49982
H -2.89567 3.98282 2.74798
O -2.06104 5.15469 0.74826
*
```

***

[7]
Molecular formula: C7H16N2
Method: DFT, wB97M-V/def2-TZVPD

Results
Energy relative to the best compared isomer or geometry (same formula, charge and spin): 5.857 eV

Geometry as ORCA input:
```
! wB97M-V def2-TZVPD RIJCOSX def2/J DEFGRID3
* xyz 0 1
H 3.49354 0.29607 -1.14601
C -0.09128 1.76559 -0.04271
H -3.67092 -0.04940 -1.27244
H -2.55359 0.33329 1.67456
H 3.15419 -1.44288 -1.02019
C 2.39223 -0.12554 1.28112
H 0.17517 -1.49055 0.76412
H -2.22625 0.57203 -2.08603
C -2.45908 -0.57262 1.03622
C 0.35484 -0.89554 -0.12946
H -1.02528 2.30090 0.06134
H -2.94064 1.46419 -0.72512
C 2.69530 -0.44958 -1.12333
N 1.78220 -0.17311 -0.03306
H -1.87514 -1.31817 1.58748
H 2.15255 -0.41443 -2.06845
H 1.63061 0.13605 2.01581
C -2.70174 0.44782 -1.10695
H 0.25806 -1.41094 -1.08022
H -3.46782 -1.00568 0.94043
H 2.84221 -1.09068 1.55212
C -0.07161 0.45919 -0.10988
H 0.83139 2.32696 -0.04764
N -1.84944 -0.30373 -0.23346
H 3.17049 0.64077 1.31178
*
```

***

[8]
Molecular formula: C7H16N2
Method: DFT, wB97M-V/def2-TZVPD

Results
Energy relative to the best compared isomer or geometry (same formula, charge and spin): 6.686 eV

Geometry as ORCA input:
```
! wB97M-V def2-TZVPD RIJCOSX def2/J DEFGRID3
* xyz 0 1
C -1.68469 0.21473 0.20346
C 2.78803 -0.51888 0.83519
H 3.05104 -1.13010 1.69939
H 1.30345 0.10270 -1.92525
H 1.54396 -1.65285 -1.84916
N -2.10391 -0.29886 1.48111
C 3.70122 0.16665 0.16801
C -1.91418 1.69741 0.10789
H -3.08384 -0.08734 1.68531
H -3.02922 -0.04326 -1.34476
H 3.42357 0.77566 -0.69290
H -1.46738 2.10572 -0.79903
H 4.76777 0.14735 0.40488
C 0.55173 0.34279 0.64102
C 0.88216 -0.83483 -1.56360
H -2.99568 1.92309 0.07850
H -2.30632 -1.43972 -0.83968
H 0.82346 1.29249 0.20052
H -0.08494 -0.98338 -2.05304
H 0.40515 -1.74086 0.38886
H -1.98038 -1.30162 1.55275
H 0.39795 0.30217 1.70862
H -1.50360 2.21370 0.97406
C 0.68284 -0.80666 -0.08907
N -2.16820 -0.44611 -0.97309
*
```

***

[9]
Molecular formula: C7H16N2O
Method: DFT, wB97M-V/def2-TZVPD

Results
Energy relative to the best compared isomer or geometry (same formula, charge and spin): 6.135 eV

Geometry as ORCA input:
```
! wB97M-V def2-TZVPD RIJCOSX def2/J DEFGRID3
* xyz 0 1
C 1.29882 -0.01839 -0.19664
N 0.38901 0.40231 -1.20017
H -1.69982 2.26633 -0.15024
C 2.39505 0.96711 0.27852
H 3.28522 0.45549 0.63991
H 2.44671 1.65650 -0.59653
H 0.83349 -1.21774 1.82247
C 1.90102 -1.32895 -0.58486
H -1.22473 1.67086 1.42569
C -1.82831 1.49501 0.56534
H -2.87113 1.45510 0.87920
H -0.63090 -2.43087 -0.14833
H 0.19792 1.45109 -0.96596
H 2.67542 -1.07759 -1.39431
H 0.52540 0.36244 1.86164
H -3.50143 0.16903 -0.82377
N -0.88233 -0.73257 0.80673
H 1.33592 -2.07947 -0.99771
H -2.23067 0.36589 -1.91673
H 2.69139 -1.55823 0.15292
H 2.22112 1.63379 1.08762
C -1.58386 0.14706 0.02702
C -2.53588 -0.24682 -1.08684
C 0.45035 -0.42332 1.18216
O -1.06375 -2.07710 0.68629
H -2.59402 -1.30700 -1.35340
*
```

***

[10]
Molecular formula: C7H16N2O2
Method: DFT, wB97M-V/def2-TZVPD

Results
Energy relative to the best compared isomer or geometry (same formula, charge and spin): 0.000 eV

Geometry as ORCA input:
```
! wB97M-V def2-TZVPD RIJCOSX def2/J DEFGRID3
* xyz 1 2
N -0.54785 1.82677 3.11158
O 0.62024 1.13652 -3.12471
H 2.44163 -0.70208 -3.48832
H 0.03075 2.52050 3.54525
H -1.72541 -1.26098 -0.92870
C 0.82270 0.20553 -2.40998
H -2.14085 -0.44262 3.15232
H 0.72049 -2.90717 -0.33347
H -0.93685 -1.24016 1.97645
C 1.98941 -0.74497 -2.51256
C 0.10871 -2.01734 -0.13558
N -0.18256 0.01245 -1.36056
H 1.67412 -1.74996 -2.26356
H -1.88678 0.93002 -0.46739
H 2.60195 -0.34373 -1.69689
H -0.83035 1.95303 -1.13158
C -1.27395 0.97978 -1.34872
H -0.65490 -1.92216 -2.18864
C -0.19925 0.49929 3.04165
H -1.48008 2.05280 2.81512
H -1.58928 0.20851 1.57178
H 0.59448 -1.50743 0.69736
H -1.84928 0.88920 -2.26661
O 0.94009 0.13382 3.22511
H -0.39284 -2.72666 0.56487
C -1.30138 -0.35915 2.47028
C -0.69961 -1.39307 -1.23755
*
```

***

[11]
Molecular formula: C7H16N2O4P
Method: DFT, wB97M-V/def2-TZVPD

Results
SMILES string: CC(=O)OC[C@@H]1[NH2+]CC[C@H]1P(=N)(O)O
Energy relative to the best compared isomer or geometry (same formula, charge and spin): 0.000 eV

Geometry as ORCA input:
```
! wB97M-V def2-TZVPD RIJCOSX def2/J DEFGRID3
* xyz 1 1
C 0.08895 -0.52073 -0.43253
H 1.10210 1.04277 3.87364
H 2.59196 -1.18930 0.13261
H -1.65390 0.47539 0.21991
O 1.54318 0.56221 3.16292
H 0.58196 0.23652 -1.04252
H -0.50027 2.48380 2.27413
H 2.32371 2.25553 0.54136
H 1.66450 -3.53441 -0.39459
C 1.09416 -2.70422 0.01075
N -0.09147 2.00350 1.48484
H 1.20763 -1.67876 -1.78482
H -3.60179 1.97818 -1.66788
C -1.71598 1.22548 -2.29136
O -1.04619 1.42125 -3.25262
C -2.55017 2.23942 -1.56278
C 0.69971 -0.61141 0.96838
P 1.05552 1.00337 1.70629
H -1.92683 -1.23648 -0.14970
H 2.33852 -1.96187 1.68809
O -1.79757 -0.08613 -1.80905
H -2.30289 2.28755 -0.50339
C -1.41198 -0.32934 -0.47444
O 2.41787 1.38604 0.95484
N 0.48756 -1.86112 -1.08628
H -0.03257 -1.07328 1.64342
H 0.25623 -3.09065 0.59031
H -2.36636 3.21057 -2.00993
H -0.28671 -2.30861 -1.57926
C 1.83111 -1.62525 0.78964
*
```

***

[12]
Molecular formula: C7H16N2P
Method: DFT, wB97M-V/def2-TZVPD

Results
SMILES string: C=P[C@@H]1C[N@+]1(C)CCNC
Energy relative to the best compared isomer or geometry (same formula, charge and spin): 3.983 eV

Geometry as ORCA input:
```
! wB97M-V def2-TZVPD RIJCOSX def2/J DEFGRID3
* xyz 1 1
H 1.00632 2.46012 0.29823
C 2.14242 -1.85726 0.97664
C 1.42197 -0.20165 -0.69536
H 1.99819 0.34042 -0.00562
C 0.12928 0.65363 -1.01986
H 2.01812 -2.90609 1.28511
H 0.18753 1.46821 -1.78194
H 1.20286 -2.25698 -0.79495
C -2.82313 -1.63767 -0.77751
C -1.47410 0.22910 0.77591
P -1.57313 -1.65697 0.36357
H -2.27287 2.30446 0.64145
H 0.88619 1.49329 1.67138
C 0.31020 2.07977 0.93997
H -1.56155 0.25333 1.89626
N 1.19379 -1.53976 -0.06070
H -0.23595 3.06546 1.28629
H -3.67106 -1.00286 -0.87272
H 1.88973 -1.26346 1.77422
H -0.44600 -0.10440 -1.45945
C -1.88761 1.40084 -0.01430
N -0.48686 1.14756 0.22565
H -2.37176 1.31326 -1.02153
H 1.91910 -0.31385 -1.67046
H -2.99307 -2.53552 -1.29583
H 3.20072 -1.61236 0.77810
*
```

***

Number 1: E_tot -7677.78585 a.u.. Number 2: E_tot -1059.15240 a.u.. Number 3: E_tot -1925.92458 a.u.. Number 4: E_tot -5288.44575 a.u.. Number 5: E_tot -1009.56113 a.u.. Number 6: E_tot -2920.97345 a.u.. Number 7: E_tot -385.62534 a.u.. Number 8: E_tot -385.59489 a.u.. Number 9: E_tot -460.87837 a.u.. Number 10: E_tot -535.95205 a.u.. Number 11: E_tot -1027.98939 a.u.. Number 12: E_tot -726.78387 a.u..